<P>
DFT (ωB97M-V/def2-TZVPD) results for a 2-piece molecular cluster, CH6OS2 overall.

```
! wB97M-V def2-TZVPD RIJCOSX def2/J DEFGRID3
* xyz 0 1
C 1.8080 1.3287 -0.6781
O 1.4636 0.7206 0.6176
H 2.5111 0.6359 -1.1264
H 0.9111 1.4791 -1.3004
H 2.1220 2.2781 -0.5841
H 1.4103 -0.2900 0.6102
S -3.5014 -2.0563 0.5161
S -1.5240 -1.3365 0.5343
H -3.2467 -2.3075 1.8487
H -1.9538 -0.4522 -0.4378
*
```

* SMILES: CO.SS
* Kohn-Sham gap: 8.88 eV

***

<Q>
DFT (ωB97M-V/def2-TZVPD) results for a 2-piece molecular cluster, CH6OS2 overall.

```
! wB97M-V def2-TZVPD RIJCOSX def2/J DEFGRID3
* xyz 0 1
C -1.0211 1.0911 -0.1012
S -1.0328 0.6841 1.6698
S 0.9032 0.0448 2.0322
H -1.0267 0.1460 -0.6366
H -0.2116 1.7220 -0.4352
H -1.9798 1.5636 -0.3183
H 0.6185 -1.2656 2.0397
O 0.9765 -1.4703 -1.6597
H 1.8523 -1.1836 -1.8910
H 0.9216 -1.3320 -0.6995
*
```

* SMILES: CSS.O
* Kohn-Sham gap: 9.59 eV

***

Which of them is least stable? Easy: <P>.

***

<P>
DFT (ωB97M-V/def2-TZVPD) results for an isolated ion of composition C2H6NO and charge -1.

```
! wB97M-V def2-TZVPD RIJCOSX def2/J DEFGRID3
* xyz -1 1
N 1.2546 0.3302 -1.0730
C 0.2181 -0.5624 -0.6010
C -0.2855 -0.1165 0.8380
O -1.5002 0.3758 0.9384
H 1.7790 0.8888 -0.4610
H 1.5186 0.2994 -2.0408
H -0.6177 -0.6295 -1.2988
H 0.5910 -1.5981 -0.5308
H -0.0938 -1.0202 1.5203
H 0.5433 0.5862 1.1597
*
```

* SMILES: NCC[O-]
* Kohn-Sham gap: 6.74 eV

***

<Q>
DFT (ωB97M-V/def2-TZVPD) results for an isolated ion of composition C2H6NO and charge -1.

```
! wB97M-V def2-TZVPD RIJCOSX def2/J DEFGRID3
* xyz -1 1
C 0.4664 0.8280 -0.7588
N 0.4446 0.2443 0.5363
C -0.4789 -0.9763 0.6458
O -0.7799 -1.5486 1.7968
H -0.5385 0.8049 -1.2600
H 0.8359 1.8631 -0.8411
H 1.0518 0.2061 -1.4584
H 0.3120 0.9233 1.2778
H -1.4532 -0.7365 0.1219
H 0.1397 -1.6083 -0.0603
*
```

* SMILES: CNC[O-]
* Kohn-Sham gap: 6.53 eV

***

Which of them is least stable? Easy: <P>.

***

<P>
DFT (ωB97M-V/def2-TZVPD) results for a 3-piece molecular cluster, CH7O3 overall.

```
! wB97M-V def2-TZVPD RIJCOSX def2/J DEFGRID3
* xyz -1 1
C 0.1337 -1.2572 -0.1828
O -0.0554 0.0285 -0.6324
H 1.1305 -1.3336 0.3306
H -0.7108 -1.6095 0.4815
H 0.1951 -1.9803 -1.0152
H 1.0146 0.9382 -0.3506
H 1.8824 1.6410 -1.3564
O 1.8781 1.5753 -0.3996
H -1.9586 0.4828 1.7908
H -1.3432 0.6565 0.4037
O -2.1663 0.8582 0.9304
*
```

* Kohn-Sham gap: 8.25 eV

***

<Q>
DFT (ωB97M-V/def2-TZVPD) results for CH7O3 as an isolated structure.

```
! wB97M-V def2-TZVPD RIJCOSX def2/J DEFGRID3
* xyz -1 1
C -1.1880 -0.1976 -0.5573
O -0.2577 -0.4934 0.4566
H -1.1577 -1.0185 -1.2645
H -2.2044 -0.0829 -0.1432
H -0.9814 0.7768 -1.0290
H 0.4122 0.8051 0.9076
H 0.0498 1.9761 1.7638
O 0.8329 1.6866 1.2602
H 2.0971 -0.7497 -0.6846
H 0.7441 -1.0966 -0.1096
O 1.6531 -1.6058 -0.5999
*
```

* Kohn-Sham gap: 8.59 eV

***

Which of them is least stable? Easy: <Q>.

***

<P>
DFT (ωB97M-V/def2-TZVPD) results for C5H8FNS as an isolated structure.

```
! wB97M-V def2-TZVPD RIJCOSX def2/J DEFGRID3
* xyz 0 1
C -0.2269 0.6336 1.4186
C -0.1050 -0.1809 0.1967
C -1.2965 -1.2793 0.1761
C 1.0630 0.5295 -1.5545
C 1.2618 -0.5580 -0.3803
H -1.1524 1.6513 1.2898
H -0.3903 0.0229 2.4778
H 1.0750 1.1062 1.3711
H -1.2301 -1.7884 1.2578
H -2.1777 -0.7616 0.3548
H -0.3223 1.7031 -0.4527
H 0.8043 0.2542 -2.7139
H 1.7549 1.3766 -1.7417
N -0.2079 0.8449 -0.9631
F -1.4562 -2.1917 -0.8967
S 2.6063 -1.3626 0.1603
*
```

* Kohn-Sham gap: 8.31 eV

***

<Q>
DFT (ωB97M-V/def2-TZVPD) results for an isolated molecule of C5H8FNS.

```
! wB97M-V def2-TZVPD RIJCOSX def2/J DEFGRID3
* xyz 0 1
N 1.1169 -1.5197 1.4347
C -0.0745 -0.7057 1.3152
C 0.3337 0.7845 1.1915
C -0.4825 1.4037 0.0889
F 0.2054 2.2917 -0.6626
C -1.0311 0.2369 -0.7272
S 0.2532 -0.7576 -1.4639
C -0.7938 -1.0155 -0.0084
H 0.9463 -2.5134 1.4272
H 1.6289 -1.4347 2.3391
H -0.7719 -0.7240 2.1747
H 0.1948 1.2565 2.1424
H 1.3852 0.8219 0.9428
H -1.3582 1.9024 0.5443
H -1.9423 0.4351 -1.3229
H -1.5121 -1.8318 -0.0651
*
```

* SMILES: N[C@H]1C[C@@H](F)[C@H]2S[C@H]21
* Kohn-Sham gap: 9.54 eV

***

Which of them is least stable? Easy: <P>.

***

<P>
DFT (ωB97M-V/def2-TZVPD) results for an isolated ion of composition C4H9N and charge -1.

```
! wB97M-V def2-TZVPD RIJCOSX def2/J DEFGRID3
* xyz -1 2
C -0.4078 1.4151 1.8527
C 0.0893 0.0321 1.3934
C 0.0347 -0.1394 0.0521
N 0.2375 -1.2992 -0.7015
C 0.2197 -0.9714 -2.1642
H 0.3179 2.1695 2.1083
H -0.9220 1.9533 1.0210
H -1.1713 1.3438 2.6538
H 0.5612 -0.6762 2.0546
H -0.5697 0.6046 -0.4386
H 1.0209 -1.8083 -0.3202
H 1.1018 -1.3698 -2.6572
H -0.7830 -1.3699 -2.5197
H 0.2707 0.1156 -2.3345
*
```

* expectation value of S²: 0.75
* Kohn-Sham gap (spin up / spin down): 2.63 / 8.18 eV

***

<Q>
DFT (ωB97M-V/def2-TZVPD) results for C4H9N as an isolated structure.

```
! wB97M-V def2-TZVPD RIJCOSX def2/J DEFGRID3
* xyz -1 2
N -0.1115 -0.5302 0.3635
C 0.3523 -0.3391 -0.9656
C 1.8786 -0.5356 -0.9466
C 2.2315 -0.1170 0.4413
C 0.8873 0.1510 1.1326
H -7.4147 1.1708 0.7125
H -0.1353 -1.0469 -1.6568
H 0.1918 0.6945 -1.4003
H -7.3256 0.8682 0.0248
H 2.4692 -0.2947 -1.8224
H 2.1208 -1.3574 -0.0261
H 3.1770 0.2233 0.8261
H 0.9241 -0.1647 2.1745
H 0.7546 1.2778 1.1424
*
```

* expectation value of S²: 0.76
* Kohn-Sham gap (spin up / spin down): 5.53 / 5.53 eV

***

Which of them is least stable? Easy: <Q>.

***

<P>
DFT (ωB97M-V/def2-TZVPD) results for C3H7NO4S as an isolated structure.

```
! wB97M-V def2-TZVPD RIJCOSX def2/J DEFGRID3
* xyz 0 1
C 1.2523 1.6198 0.5182
C 0.1497 0.9198 0.8212
C -0.5794 -0.0785 -0.0743
N 0.0914 -0.4160 -1.2323
O -3.0054 -1.0919 0.0329
O -2.5078 1.0876 1.2006
O -2.7000 0.8608 -1.2577
O -0.7299 -1.6394 0.7864
S -2.3672 0.3410 0.0294
H 1.4885 2.3292 1.1627
H 1.9158 1.4969 -0.3678
H -0.4582 1.1363 1.7300
H -0.5041 -0.8532 -1.9233
H -2.1926 -1.6253 0.4302
H 0.9684 -0.0405 -1.5528
H -0.4270 -2.3305 0.2568
*
```

* Kohn-Sham gap: 10.58 eV

***

<Q>
DFT (ωB97M-V/def2-TZVPD) results for an isolated molecule of C3H7NO4S.

```
! wB97M-V def2-TZVPD RIJCOSX def2/J DEFGRID3
* xyz 0 1
C 1.2407 -1.8106 0.0271
S 0.9738 0.0336 0.3699
O 0.7079 0.3516 1.6735
O 2.0145 0.7277 -0.2805
C -0.6303 0.5792 -0.6937
N -0.9402 1.9825 -0.3791
C -1.5276 -0.3402 0.1142
O -1.5847 -1.5340 -0.0090
O -2.2020 0.2676 1.0367
H 0.3257 -2.0370 -0.3647
H 1.9921 -1.9231 -0.7342
H 1.6334 -2.2006 1.0444
H -0.2808 0.3802 -1.6726
H -0.5180 2.2698 0.5322
H -0.5450 2.5814 -1.1281
H -2.1464 1.2623 1.1514
*
```

* SMILES: CS(=O)(=O)[C@H](N)C(=O)O
* Kohn-Sham gap: 10.26 eV

***

Which of them is least stable? Easy: <P>.